Entry 1:
12
Properties=species:S:1:pos:R:3:lowdin_charge:R:1 method="wB97M-V/def2-TZVPD" largest_force_ha_per_bohr=0.2613 homo_lumo_gap_ha=0.34642 e_tot_ev=-10272.8562 smiles="COC=C(C#N)C#N" molar_mass_g_mol=108.100
C -1.7992 0.3297 0.1530 0.00
C 0.1667 -1.1659 -0.2531 -0.10
C 1.0563 -0.2369 0.0476 -0.29
C 2.3536 -0.3151 0.1580 -0.21
C 0.6828 1.1314 -0.2578 -0.22
H -1.5609 0.8860 -0.7499 0.06
H -2.9377 -0.0781 0.4536 0.16
H -1.2223 0.8427 1.0891 0.13
H 0.3258 -2.3821 -0.0852 0.21
N 3.5515 -0.2758 -0.0855 0.19
N 0.5326 2.2715 -0.1925 0.19
O -1.1494 -1.0071 -0.2772 -0.13



Entry 2:
12
Properties=species:S:1:pos:R:3:lowdin_charge:R:1 method="wB97M-V/def2-TZVPD" largest_force_ha_per_bohr=0.0609 homo_lumo_gap_ha=0.31481 e_tot_ev=-10275.0032 smiles="O=CC=C1N=CC=N1" molar_mass_g_mol=108.100
C 2.3960 -0.1417 0.1058 -0.25
C 1.1482 -0.8967 -0.1947 0.03
C 0.0001 -0.2493 -0.1234 -0.36
C -2.1333 -0.1627 -0.0273 -0.04
C -1.5286 1.2642 0.0075 -0.09
H 3.2988 -0.7299 0.6171 0.15
H 1.0166 -1.9891 -0.1508 0.12
H -3.1489 -0.4594 -0.0037 0.09
H -2.0845 2.1705 -0.0665 0.10
N -1.1463 -1.0119 -0.0085 0.09
N -0.2843 1.1675 -0.0081 0.13
O 2.4662 1.0385 -0.1474 0.04



Entry 3:
14
Properties=species:S:1:pos:R:3:lowdin_charge:R:1 method="wB97M-V/def2-TZVPD" largest_force_ha_per_bohr=0.1198 homo_lumo_gap_ha=0.29039 e_tot_ev=-23155.0981 molar_mass_g_mol=156.166
C 1.6965 -0.1712 -0.2584 -0.01
C 0.6004 0.7663 -0.5971 -0.01
C 1.4639 -1.3942 0.3284 -0.15
C -0.8418 -1.9822 -0.0329 -0.67
C -0.4003 0.8828 0.2456 -0.08
N 0.2982 -1.9375 0.3654 0.04
N -1.5180 1.7475 0.0666 -0.39
O -2.2980 1.8179 1.0316 0.06
O -1.5879 2.2971 -1.0008 0.09
S -2.4294 -1.8578 -0.2563 0.72
H 2.6481 0.0997 -0.2602 0.05
H 0.5031 1.4027 -1.4381 0.11
H 2.2891 -2.0237 0.6077 0.12
H -0.4239 0.3527 1.1984 0.14



Entry 4:
13
Properties=species:S:1:pos:R:3:lowdin_charge:R:1 method="wB97M-V/def2-TZVPD" largest_force_ha_per_bohr=0.2892 homo_lumo_gap_ha=0.34756 e_tot_ev=-11200.6218 smiles="C=NN1[C@H](C#N)[C@@H]1C#N" molar_mass_g_mol=120.115
C 0.3847 2.2937 -0.3240 0.05
C -0.2646 -1.1505 1.1886 -0.15
C 1.2646 -1.1189 1.1497 -0.06
C -1.0275 -0.7714 -0.1534 -0.23
C -0.6259 -1.1673 -1.4897 -0.21
H 1.0533 2.5888 -1.3500 0.14
H -0.1665 3.0447 0.2062 0.04
H -0.9865 -1.4312 1.9617 0.13
H -2.0844 -1.1836 -0.1945 0.15
N 0.4980 0.9220 -0.0892 -0.06
N -0.5162 0.2692 0.7343 -0.08
N 2.5587 -0.6745 0.7384 0.10
N -0.0876 -1.6209 -2.3781 0.18



Entry 5:
15
Properties=species:S:1:pos:R:3:lowdin_charge:R:1 method="wB97M-V/def2-TZVPD" largest_force_ha_per_bohr=0.0979 homo_lumo_gap_ha=0.30149 e_tot_ev=-24090.7155 molar_mass_g_mol=168.181
O 2.3899 1.1910 -0.6652 -0.05
N -1.0336 -0.6277 1.6469 0.11
N -0.6323 0.0854 -2.0131 0.06
S -2.7500 -1.1711 -1.1690 0.82
C -0.0743 -0.2701 2.4793 -0.13
C -1.2294 -0.3790 -0.9063 -0.65
C -0.5924 -0.2904 0.3626 -0.21
C 0.5989 0.6464 -1.8371 -0.06
C 0.6865 0.2988 0.4501 -0.14
N 0.9958 0.2399 1.7818 0.14
N 1.2780 0.7074 -0.6893 -0.24
H -2.4953 -1.5147 -2.4555 -0.11
H -0.1086 -0.4258 3.5571 0.13
H 1.0791 0.9912 -2.7501 0.14
H 1.8875 0.5186 2.2080 0.17



Entry 6:
11
Properties=species:S:1:pos:R:3:lowdin_charge:R:1 method="wB97M-V/def2-TZVPD" largest_force_ha_per_bohr=0.0939 homo_lumo_gap_ha="0.31740 / 0.31742" total_charge=+1 e_tot_ev=-8771.3893 molar_mass_g_mol=94.093
C 0.8071 0.9061 0.0049 -0.18
C 1.0760 2.2269 -0.0755 0.44
C -0.9742 -0.5624 -0.0418 0.08
C 0.1607 -1.3033 -0.0266 0.02
C -0.7166 0.8436 -0.0343 -0.14
N 1.3101 -0.5691 0.0152 -0.11
O 2.4367 -0.9109 0.0012 0.24
H -2.0512 -0.8295 -0.0921 0.18
H 0.3034 -2.4363 0.1375 0.20
H -1.0240 1.4089 0.8274 0.16
H -1.3280 1.2261 -0.7160 0.11



Entry 7:
13
Properties=species:S:1:pos:R:3:lowdin_charge:R:1 method="wB97M-V/def2-TZVPD" largest_force_ha_per_bohr=0.0929 homo_lumo_gap_ha=0.25152 total_charge=-1 e_tot_ev=-12879.0454 molar_mass_g_mol=126.091
C -2.5971 -0.1682 -0.0149 -0.13
C -1.3231 1.5397 -0.0077 -0.24
C -1.7265 -1.2244 0.0432 -0.46
C -0.0702 0.8071 -0.2758 -0.18
C -0.2288 -0.6885 0.1948 -0.12
N -3.8505 -0.2142 -0.1228 -0.14
O -1.5975 2.6880 0.1790 0.05
O -1.8365 -2.4511 0.0713 -0.02
O -4.6333 0.7698 -0.0421 -0.18
H 0.0608 0.7854 -1.4178 0.14
H 0.9042 0.9798 0.2043 0.10
H -0.2295 -0.6886 1.2568 0.10
H 0.4867 -1.2791 -0.2633 0.07



Entry 8:
10
Properties=species:S:1:pos:R:3:lowdin_charge:R:1 method="wB97M-V/def2-TZVPD" largest_force_ha_per_bohr=0.0173 homo_lumo_gap_ha=0.39662 e_tot_ev=-7292.5048 smiles=C#CC(O)C#C molar_mass_g_mol=80.086
O -0.1056 -1.8108 0.2809 -0.01
C 0.0165 -0.4721 -0.1481 -0.43
C -1.1287 0.3828 0.2016 -0.07
C -2.0957 1.0446 -0.0715 0.13
C 1.3345 0.0902 0.1751 -0.07
C 2.4467 0.5433 0.2354 0.13
H -0.9832 -1.9191 0.6661 0.10
H -0.0492 -0.4241 -1.2435 0.15
H -2.9100 1.5940 -0.4730 0.03
H 3.4354 0.9419 0.2675 0.03